Entry from the OMol25 dataset: a structure of composition C19H51AlClIK2N3NaNbO14P3 (the ωB97M-V functional and the def2-TZVPD basis).

```
! wB97M-V def2-TZVPD RIJCOSX def2/J DEFGRID3
* xyz 2 1
C -1.280 4.012 1.320
C -1.439 3.475 -0.113
O -0.437 2.562 -0.290
C -0.579 1.865 -1.559
Nb -1.233 -0.295 -1.358
N -0.692 -0.649 -3.263
I -2.036 0.169 1.279
C 0.763 -1.219 -0.696
C 1.788 -0.220 -0.031
P 2.951 0.557 -1.247
O 2.493 0.291 -2.616
O 2.979 2.068 -0.838
C 3.268 3.001 -1.933
C 3.375 4.407 -1.347
O 4.447 -0.027 -1.088
C 4.718 -1.210 -1.886
C 5.409 -0.854 -3.197
P -2.279 -2.679 -1.310
O -1.406 -3.546 -0.446
P -3.520 0.462 -2.311
O -3.358 1.019 -3.678
O -4.559 -0.771 -2.399
O -4.246 1.603 -1.392
H -2.244 4.225 1.816
H -0.803 3.195 1.897
H -0.579 4.849 1.345
H -1.289 4.338 -0.786
H -2.446 3.060 -0.235
H 0.327 2.005 -2.147
H -1.376 2.385 -2.108
H -1.514 -0.768 -3.857
H -0.229 -1.557 -3.263
H 1.247 -1.661 -1.615
H 0.620 -2.048 0.016
H 1.322 0.519 0.612
H 2.447 -0.812 0.628
H 4.170 2.683 -2.447
H 2.469 2.965 -2.666
H 2.522 4.999 -1.660
H 4.276 4.928 -1.642
H 3.311 4.339 -0.267
H 5.410 -1.809 -1.298
H 3.806 -1.817 -2.013
H 6.350 -1.386 -3.281
H 5.648 0.203 -3.162
H 4.799 -1.082 -4.061
H -3.570 -2.616 -0.749
H -2.337 -3.265 -2.598
H -4.815 -0.904 -3.322
H -4.979 1.932 -1.934
C -4.028 -5.463 0.786
C -4.300 -6.958 0.927
C -5.815 -6.983 1.070
O -6.315 -5.864 0.327
C -5.233 -5.004 -0.026
H -3.078 -5.231 0.308
H -4.037 -4.990 1.771
H -4.000 -7.479 0.015
H -3.787 -7.423 1.766
H -6.115 -6.860 2.114
H -6.259 -7.902 0.687
H -5.049 -5.110 -1.103
H -5.513 -3.968 0.177
Na -2.059 5.422 -1.669
K -0.456 5.185 3.107
C 7.590 -3.712 2.051
O 7.644 -4.156 3.177
N 8.115 -4.368 0.969
N 6.991 -2.501 1.771
H 8.083 -4.016 0.033
H 8.558 -5.251 1.142
H 6.601 -1.998 2.545
H 6.934 -2.107 0.853
O -3.555 1.248 4.534
H -3.154 1.120 3.670
H -3.713 0.358 4.864
C 5.051 7.883 0.114
C 3.941 8.450 -0.798
C 3.771 9.947 -0.443
O 2.782 7.801 -0.567
H 4.774 7.969 1.167
H 5.232 6.832 -0.111
H 6.008 8.416 -0.025
H 4.355 8.428 -1.839
H 3.475 10.084 0.602
H 3.016 10.419 -1.077
H 4.710 10.480 -0.596
K 5.659 12.188 -0.418
C -8.569 -6.565 3.797
C -7.911 -6.631 5.159
O -8.641 -6.014 6.161
O -6.859 -7.167 5.290
H -9.522 -6.042 3.828
H -7.910 -6.047 3.104
H -8.740 -7.576 3.434
Al 2.510 -2.569 -0.858
Cl -8.859 -7.195 7.407
*
```

## Properties
E_HOMO = -0.36798 Ha
LUMO energy = -6.20 eV
Kohn-Sham gap = 3.8139 eV
Strongest force on any atom = 5.7 eV Å⁻¹
Calculated total energy = -147350.482 eV